[1]
{"formula": "C18H25ErIN2O4", "method": "the ωB97M-V functional and the def2-TZVPD basis", "elements": ["C", "C", "O", "C", "C", "N", "C", "C", "C", "C", "O", "C", "O", "C", "C", "O", "C", "C", "C", "N", "C", "C", "C", "C", "I", "H", "H", "H", "H", "H", "H", "H", "H", "H", "H", "H", "H", "H", "H", "H", "H", "H", "H", "H", "H", "H", "H", "H", "H", "H", "Er"], "positions_angstrom": [[1.1370, 1.6287, 4.5197], [1.1198, 1.3413, 3.0176], [2.2437, 1.9734, 2.4214], [-0.1868, 1.8707, 2.3934], [-0.0881, 1.8309, 0.8969], [0.2175, 0.6900, 0.3605], [0.2802, 0.6512, -1.0135], [0.5855, -0.5293, -1.6446], [0.6506, -0.6261, -3.0665], [1.0326, -1.9163, -3.7196], [0.5149, -3.0962, -3.1095], [1.4897, -3.8167, -2.4072], [0.9267, -4.9449, -1.8076], [0.0674, -4.7430, -0.7390], [-0.1984, -6.0906, -0.1031], [-0.4899, -7.0971, -1.1374], [0.3998, 0.5223, -3.8398], [0.1077, 1.7087, -3.2251], [0.0383, 1.8109, -1.7892], [-0.2441, 2.9954, -1.2599], [-0.3126, 3.0128, 0.0690], [-0.6473, 4.3160, 0.6810], [-2.1008, 4.3108, 1.2313], [-2.2369, 4.9560, 2.6002], [-3.3263, 5.4494, -0.1370], [1.5265, 0.7640, 5.0414], [0.1398, 1.8554, 4.8785], [1.7899, 2.4772, 4.6886], [1.1952, 0.2701, 2.8418], [2.5520, 1.4359, 1.6885], [-0.3611, 2.8716, 2.7557], [-0.9861, 1.1804, 2.6531], [0.7950, -1.3882, -1.0288], [0.7535, -1.9193, -4.7674], [2.1262, -1.9603, -3.6786], [2.2614, -4.2157, -3.0618], [1.9916, -3.2042, -1.6465], [0.5138, -4.1099, 0.0368], [-0.8719, -4.2438, -1.0218], [0.6489, -6.4221, 0.4850], [-1.0495, -6.0063, 0.5790], [-1.3611, -7.4577, -1.0692], [0.4579, 0.4590, -4.9150], [-0.0649, 2.5887, -3.8244], [0.0573, 4.5360, 1.4832], [-0.4932, 5.0824, -0.0654], [-2.5086, 3.3075, 1.2586], [-1.5237, 4.5698, 3.3269], [-3.2272, 4.7330, 2.9863], [-2.1411, 6.0353, 2.5675], [-3.2011, -7.4472, -1.3842]], "forces_ev_per_angstrom": [[0.06, -0.22, -0.59], [-0.02, 0.08, 0.32], [-0.04, 0.19, -0.06], [0.63, -0.37, -0.62], [-0.15, -0.44, 0.14], [-0.05, 0.18, -0.21], [0.14, -0.36, 0.41], [0.02, -0.13, -0.52], [-0.33, 0.13, 0.86], [0.39, -0.32, 0.07], [-0.39, 0.45, 0.25], [0.63, -0.37, 0.40], [-0.09, -0.15, -0.46], [-0.20, 0.25, 0.25], [-0.38, 0.36, 0.24], [0.23, 0.52, -0.66], [0.06, 0.12, 0.19], [0.14, -0.34, -0.59], [-0.04, 0.36, -0.71], [0.02, -0.56, 0.22], [-0.07, 0.86, 0.05], [0.39, -0.08, -0.07], [0.02, 0.71, 0.05], [-0.27, -0.16, 0.20], [-0.04, -0.40, 0.00], [0.10, 0.01, 0.30], [-0.12, -0.01, 0.23], [0.03, 0.15, 0.15], [-0.16, -0.13, -0.06], [0.13, -0.03, -0.03], [-0.26, 0.12, 0.15], [-0.28, 0.19, 0.32], [-0.04, -0.15, 0.08], [-0.12, 0.01, -0.15], [0.17, 0.10, -0.23], [0.00, 0.02, -0.29], [-0.16, 0.18, 0.09], [0.05, 0.04, 0.09], [-0.02, -0.07, -0.27], [0.17, -0.43, -0.25], [-0.01, 0.02, 0.16], [1.67, -0.72, 1.23], [-0.04, 0.05, -0.13], [-0.08, 0.24, 0.11], [-0.01, -0.11, 0.27], [-0.09, 0.14, -0.13], [-0.11, -0.15, -0.12], [0.17, -0.09, -0.04], [-0.14, 0.08, 0.08], [0.17, 0.13, -0.10], [-1.69, 0.11, -0.61]], "mulliken_spin": [0.00, 0.00, 0.00, 0.01, 0.07, 0.00, 0.02, 0.16, 0.14, 0.02, 0.01, 0.00, 0.00, 0.00, 0.00, 0.00, -0.03, 0.16, 0.20, 0.01, 0.07, 0.03, 0.04, 0.01, 0.03, 0.00, 0.00, 0.00, 0.00, 0.00, 0.00, 0.00, 0.01, 0.01, 0.03, 0.00, 0.00, 0.00, 0.00, 0.00, 0.00, 0.00, 0.00, -0.01, 0.01, 0.00, -0.01, 0.00, 0.00, 0.00, 2.00], "orbital_gap_ev": [1.8, 1.8], "charge": 3, "lumo_energy_ev": [-12.89, -12.81], "e_homo_ha": [-0.5415, -0.5385], "multiplicity": 4, "max_force_ev_per_a": 2.193}



[2]
{"formula": "C18H25F2MnN2O6S5", "method": "the ωB97M-V functional and the def2-TZVPD basis", "elements": ["Mn", "C", "C", "O", "C", "C", "O", "C", "C", "O", "C", "C", "O", "H", "H", "H", "H", "H", "H", "H", "H", "H", "H", "H", "H", "H", "H", "H", "H", "F", "C", "F", "H", "C", "N", "C", "C", "C", "O", "N", "C", "O", "H", "H", "H", "H", "H", "C", "S", "C", "C", "S", "S", "C", "S", "S", "H", "H", "H"], "positions_angstrom": [[-0.5836, -1.3034, 0.2812], [-0.6705, 3.1382, 0.5793], [0.5963, 2.4112, 1.1088], [0.2767, 1.3649, 1.9850], [-0.1734, 1.7542, 3.2587], [-0.8180, 0.5333, 3.8652], [-1.9124, 0.2203, 3.0350], [-2.5709, -0.9845, 3.3292], [-3.3417, -1.4090, 2.0738], [-2.7104, -0.9786, 0.8725], [-3.0557, 0.3514, 0.4411], [-1.8591, 1.1866, -0.0162], [-1.8454, 2.3783, 0.7593], [-0.5250, 3.3795, -0.4812], [-0.8435, 4.0740, 1.1113], [1.2628, 3.1386, 1.5896], [1.1581, 1.9493, 0.2963], [-0.9174, 2.5562, 3.1877], [0.6681, 2.0943, 3.8771], [-1.1396, 0.7277, 4.8972], [-0.0974, -0.2937, 3.8647], [-3.2697, -0.8484, 4.1664], [-1.8555, -1.7622, 3.6054], [-4.3657, -1.0284, 2.0826], [-3.3635, -2.4953, 2.0171], [-3.4928, 0.9059, 1.2707], [-3.7612, 0.2497, -0.3823], [-1.9372, 1.4114, -1.0805], [-0.8516, 0.7321, 0.1062], [-1.3467, -3.8181, 1.9438], [-0.2701, -2.8797, 1.8801], [0.8478, -3.6626, 1.5980], [-0.1359, -2.6065, 2.9402], [5.2286, 0.1222, 0.0342], [4.0111, -0.5478, -0.3762], [3.9606, -1.3021, -1.5092], [2.8424, -1.9406, -1.8853], [1.6827, -1.7956, -1.0355], [0.5912, -2.3564, -1.2812], [1.7350, -0.9981, 0.0606], [2.8727, -0.3744, 0.4473], [2.9999, 0.3316, 1.4407], [6.0387, -0.1887, -0.6235], [5.4707, -0.1362, 1.0635], [5.1142, 1.2057, -0.0172], [4.8786, -1.3448, -2.0818], [2.7843, -2.5327, -2.7844], [0.0839, 2.2326, -3.4725], [0.5796, 0.5925, -2.8705], [-0.3471, -0.4178, -3.9529], [-1.4504, -1.1497, -3.6326], [-2.2702, -1.4216, -2.1563], [-2.0883, -2.0579, -5.0011], [-0.9880, -1.5491, -6.2295], [-1.0559, -2.0588, -7.8062], [0.2294, -0.5109, -5.6060], [0.7801, 2.9622, -3.0572], [-0.9316, 2.4857, -3.1719], [0.1519, 2.2641, -4.5587]], "forces_ev_per_angstrom": [[0.78, -1.53, -0.17], [0.01, -0.07, 0.05], [-0.02, 0.02, -0.02], [0.03, 0.02, 0.05], [-0.01, -0.01, -0.03], [0.04, -0.04, -0.09], [-0.14, 0.11, 0.16], [0.03, -0.01, -0.09], [-0.03, -0.11, -0.07], [0.19, 0.45, -0.05], [-0.02, 0.11, 0.05], [0.23, 0.27, 0.16], [-0.05, 0.02, -0.14], [0.02, 0.05, -0.04], [-0.01, -0.02, 0.04], [0.02, 0.00, -0.03], [-0.03, -0.03, 0.01], [0.00, 0.00, 0.00], [0.00, 0.00, 0.01], [0.00, 0.04, 0.00], [-0.01, -0.01, 0.03], [-0.01, -0.07, 0.01], [0.04, 0.04, -0.02], [0.01, 0.05, -0.02], [-0.07, -0.01, 0.06], [-0.08, -0.08, -0.01], [-0.05, -0.01, 0.03], [-0.02, 0.08, -0.11], [-0.52, -0.09, -0.04], [0.03, 0.01, 0.04], [-0.27, 0.39, -0.19], [-0.01, -0.04, -0.02], [0.13, -0.03, -0.02], [0.00, 0.01, 0.00], [-0.01, -0.03, 0.04], [-0.02, 0.00, -0.01], [0.06, -0.10, 0.07], [0.02, -0.03, 0.17], [-0.05, 0.18, -0.04], [-0.20, 0.31, -0.08], [0.03, -0.01, -0.08], [0.00, 0.03, -0.01], [0.00, 0.00, -0.01], [0.00, 0.00, 0.00], [0.00, 0.00, 0.01], [-0.01, -0.01, -0.01], [0.00, -0.01, 0.01], [0.01, 0.02, -0.02], [-0.07, 0.12, 0.02], [-0.14, -0.01, 0.09], [0.31, -0.17, -0.05], [-0.08, 0.31, 0.36], [0.02, 0.08, -0.08], [0.07, -0.14, -0.06], [-0.02, 0.09, 0.12], [-0.09, -0.05, -0.03], [-0.01, -0.02, 0.03], [-0.04, -0.05, 0.04], [0.02, 0.02, 0.00]], "mulliken_spin": [4.82, 0.00, 0.02, -0.03, 0.00, 0.02, 0.00, 0.01, 0.02, -0.01, -0.07, 0.11, 0.00, 0.00, 0.00, 0.00, -0.01, 0.00, 0.00, 0.00, 0.00, 0.00, 0.00, 0.00, 0.00, 0.00, 0.00, 0.00, -0.03, 0.00, 0.05, 0.00, -0.01, 0.00, 0.00, 0.00, 0.01, -0.03, 0.03, 0.03, 0.02, 0.00, 0.00, 0.00, 0.00, 0.00, 0.00, 0.00, 0.01, 0.01, 0.00, 0.02, 0.00, 0.00, 0.00, 0.00, 0.00, 0.00, 0.00], "orbital_gap_ev": [6.8, 6.8], "relative_energy_kj_mol": 37.6, "charge": -1, "lumo_energy_ev": [2.45, 2.44], "e_homo_ha": [-0.1601, -0.1610], "multiplicity": 6, "max_force_ev_per_a": 1.726}



[3]
{"formula": "C18H25N3O6S", "method": "the ωB97M-V functional and the def2-TZVPD basis", "elements": ["C", "C", "H", "H", "O", "C", "O", "C", "H", "H", "S", "C", "C", "C", "C", "C", "C", "N", "O", "O", "H", "C", "O", "N", "H", "C", "C", "H", "H", "C", "N", "C", "C", "O", "C", "C", "H", "H", "H", "H", "H", "H", "H", "H", "H", "H", "H", "H", "H", "H", "H", "H", "H"], "positions_angstrom": [[7.3110, 1.2623, -0.6533], [6.9613, 1.0006, 0.8038], [7.6987, 0.3341, 1.2627], [6.8946, 1.9319, 1.3692], [5.6653, 0.4059, 0.9191], [5.5780, -0.9092, 0.7463], [6.5057, -1.6535, 0.5831], [4.1290, -1.3444, 0.7821], [3.6434, -0.9372, 1.6667], [4.0749, -2.4300, 0.7409], [3.3544, -0.5981, -0.7191], [1.7000, -1.1009, -0.5535], [1.2124, -1.9171, 0.4758], [-0.1182, -2.2539, 0.5400], [-1.0450, -1.8040, -0.4101], [-0.5819, -1.0205, -1.4479], [0.7650, -0.6681, -1.5133], [1.1873, 0.1713, -2.5684], [2.3826, 0.4328, -2.6279], [0.3579, 0.6003, -3.3479], [-1.2168, -0.6674, -2.2468], [-2.4764, -2.1960, -0.2139], [-2.7876, -3.0855, 0.5570], [-3.3691, -1.5079, -0.9552], [-3.0712, -0.6598, -1.4092], [-4.7901, -1.6167, -0.7272], [-5.3957, -0.2676, -0.3395], [-5.3399, 0.4134, -1.1904], [-6.4495, -0.4159, -0.1006], [-4.6958, 0.3510, 0.8726], [-3.3689, 0.8605, 0.5491], [-2.5171, 0.9340, 1.7264], [-1.1231, 1.4211, 1.3295], [-1.1675, 2.6663, 0.6778], [-1.9944, 2.5987, -0.4592], [-3.4129, 2.1692, -0.0855], [-4.0241, 2.1190, -0.9881], [-3.8495, 2.9259, 0.5907], [-1.9975, 3.5986, -0.8955], [-1.5736, 1.8875, -1.1866], [-0.5031, 1.5610, 2.2167], [-0.6534, 0.6739, 0.6730], [-2.4353, -0.0636, 2.1639], [-2.9354, 1.6222, 2.4816], [-5.3306, 1.1469, 1.2973], [-4.5790, -0.4245, 1.6334], [-5.2776, -1.9932, -1.6340], [-4.9277, -2.3496, 0.0720], [-0.4848, -2.8854, 1.3355], [1.8800, -2.2935, 1.2312], [6.5358, 1.8638, -1.1216], [8.2583, 1.7900, -0.7119], [7.3973, 0.3211, -1.1906]], "forces_ev_per_angstrom": [[-0.23, -0.16, 0.30], [0.56, 0.09, -0.12], [-0.12, 0.16, 0.00], [0.01, -0.15, -0.03], [-0.25, 0.25, 0.06], [-0.24, -0.35, 0.06], [0.12, -0.01, -0.05], [-0.38, 0.11, -0.45], [0.03, -0.07, 0.11], [0.08, 0.05, 0.11], [0.82, -0.29, 0.79], [-0.08, 0.17, -0.34], [0.05, 0.09, -0.07], [-0.28, 0.04, -0.16], [0.45, -0.05, 0.15], [0.10, -0.02, 0.01], [-0.37, -0.87, 1.15], [0.22, 0.67, -0.85], [-0.41, 0.14, -0.42], [-0.07, 0.09, -0.15], [-0.03, 0.02, 0.01], [-0.01, 0.15, -0.42], [0.02, -0.14, 0.30], [-0.04, -0.18, -0.36], [0.13, -0.09, 0.21], [-0.34, -0.03, -0.04], [0.27, -0.15, 0.24], [-0.11, 0.08, -0.05], [-0.05, 0.03, -0.09], [-0.15, 0.00, -0.20], [0.03, 0.28, 0.14], [0.32, 0.13, -0.11], [-0.08, -0.31, 0.28], [0.01, 0.21, 0.04], [-0.33, 0.08, -0.12], [0.30, 0.07, -0.06], [-0.02, 0.06, -0.01], [-0.03, -0.02, -0.05], [-0.02, -0.09, -0.05], [-0.03, 0.05, -0.01], [-0.02, -0.08, -0.04], [-0.01, 0.06, 0.09], [-0.01, 0.01, 0.06], [0.00, -0.05, 0.02], [0.07, -0.04, 0.07], [-0.03, 0.02, 0.05], [-0.02, -0.04, 0.15], [-0.03, 0.07, -0.13], [-0.03, -0.05, 0.07], [0.08, -0.02, 0.07], [-0.02, 0.09, -0.06], [0.11, 0.06, -0.04], [0.05, -0.04, -0.06]], "mulliken_charge": [-1.09, -0.26, 0.33, 0.30, -0.31, 0.32, -0.57, -0.47, 0.40, 0.50, 0.08, 1.38, -0.58, -1.18, 0.39, 0.01, -0.91, 1.13, -0.70, -0.66, 0.67, -0.07, -0.70, -0.08, 0.20, -0.92, -0.61, 0.27, 0.40, -1.05, 0.63, -1.06, 0.17, -0.47, -0.35, -0.77, 0.36, 0.33, 0.39, 0.04, 0.41, -0.27, 0.48, 0.33, 0.46, 0.47, 0.34, 0.46, 0.49, 0.36, 0.29, 0.39, 0.31], "orbital_gap_ev": 8.0, "smiles": "CCOC(=O)CSc1ccc(C(=O)NCCCN2CCOCC2)cc1[N+](=O)[O-]", "relative_energy_kj_mol": 404.3, "lumo_energy_ev": -0.81, "e_homo_ha": -0.3236, "max_force_ev_per_a": 1.491}